1.
The following is a DFT calculation (ωB97M-V/def2-TZVPD) of a cluster of 2 separate species, C4H5BrN2O2S in total at a distorted geometry.

Properties
M: 225.07 g/mol
LUMO level (spin up / spin down): -0.101 / -0.101 hartree
HOMO energy (spin up / spin down): -8.0 / -8.0 eV
Frontier orbital gap (spin up / spin down): 5.303 / 5.301 eV

Last columns: bonded neighbours and bond lengths (Å).
Cartesian coordinates (Å):
1 C -1.07538 -0.58487 -0.72575  N5 1.371, N6 1.361, S9 1.675
2 C 1.91300 0.93337 0.91287  C4 1.492, O7 1.321, O8 1.206
3 C -0.68673 1.47870 0.72593  C4 1.536, S9 1.879, H11 1.142, H12 1.083
4 C 0.55808 0.66050 0.34980  C2 1.492, C3 1.536, N5 1.279
5 N 0.23338 -0.28157 -0.45147  C1 1.371, C4 1.279
6 N -1.51548 -1.25875 -1.82319  C1 1.361, H14 0.993, H15 1.020
7 O 2.80934 0.09226 0.42871  C2 1.321, H13 0.987
8 O 2.15581 1.89768 1.59542  C2 1.206
9 S -2.11790 0.43880 0.09238  C1 1.675, C3 1.879
10 Br -0.32322 -3.23414 0.74977  no bonds
11 H -0.69090 1.62236 1.85917  C3 1.142
12 H -0.81240 2.47421 0.31784  C3 1.083
13 H 2.41598 -0.78519 0.20782  O7 0.987
14 H -0.79984 -1.33870 -2.50653  N6 0.993
15 H -2.06373 -2.11465 -1.73276  N6 1.020

These are the natural (NBO) partial charges, in e, on atoms 1 to 2: number 1, C, carries 0.349; number 2, C, carries 0.732

***

2.
The following is a DFT calculation (ωB97M-V/def2-TZVPD) of a cluster of 2 separate species, C4H5BrO2 in total at a distorted geometry.

Properties
M: 164.99 g/mol
LUMO level: -0.015 hartree
HOMO energy: -8.6 eV
Frontier orbital gap: 8.163 eV

Last columns: bonded neighbours and bond lengths (Å).
Cartesian coordinates (Å):
1 C -3.93733 1.95753 -0.43678  O5 1.154, O6 1.173
2 C -1.81919 -0.06437 0.10900  C4 1.466, Br7 1.793
3 C 0.08012 -1.15526 -1.29126  C4 1.505, H8 1.058, H9 1.086, H10 1.087
4 C -0.80025 0.01462 -0.94178  C2 1.466, C3 1.505, H11 1.059, H12 1.132
5 O -3.55214 2.14214 -1.50935  C1 1.154
6 O -4.48639 1.94890 0.59985  C1 1.173
7 Br -2.44208 -1.68058 0.57315  C2 1.793
8 H 0.65451 -0.98274 -2.16252  C3 1.058
9 H -0.65163 -1.95679 -1.32831  C3 1.086
10 H 0.81153 -1.34336 -0.50908  C3 1.087
11 H -1.56379 0.29574 -1.61973  C4 1.059
12 H -0.11432 0.86894 -0.65775  C4 1.132

These are the natural (NBO) partial charges, in e, on atoms 1 to 2: number 1, C, carries 1.039; number 2, C, carries -0.097

***

3.
The following is a DFT calculation (ωB97M-V/def2-TZVPD) of an isolated molecule of C4H5Cl at a distorted geometry.

Properties
M: 88.54 g/mol
LUMO level: 0.020 hartree
HOMO energy: -9.1 eV
Structure (SMILES): C=CC(=C)Cl
Frontier orbital gap: 9.597 eV

Last columns: bonded neighbours and bond lengths (Å).
Cartesian coordinates (Å):
1 C 0.04408 -0.18897 0.21604  C2 1.340, C3 1.530, Cl10 1.689
2 C -0.11334 -0.63883 1.46867  C1 1.340, H5 1.101, H6 1.166
3 C -0.36918 1.22398 -0.20187  C1 1.530, C4 1.289, H7 1.066
4 C -0.86238 2.00623 0.69590  C3 1.289, H8 1.053, H9 1.114
5 H -0.11642 -1.71381 1.70609  C2 1.101
6 H -0.12939 0.03864 2.41727  C2 1.166
7 H 0.09225 1.51304 -1.11830  C3 1.066
8 H -1.20970 1.89177 1.68335  C4 1.053
9 H -1.00730 3.08530 0.45994  C4 1.114
10 Cl 0.59856 -1.13114 -1.07181  C1 1.689

These are the natural (NBO) partial charges, in e, on atoms 1 to 2: number 1, C, carries -0.087; number 2, C, carries -0.416

***

Question: Look up the M of the first one.
Answer: 225.07 g/mol